# 1
ORCA calculation (ωB97M-V/def2-TZVPD) on a structure of composition C28H20ClIKN5O2.

Atoms and positions in Å:
K1 -0.03 -0.09 -0.02
O1 -2.47 -4.43 0.40
C1 -2.10 -3.23 0.28
N1 -1.15 -2.60 0.92
C2 -0.49 -3.45 1.88
C3 0.70 -2.76 2.50
C4 0.94 -2.82 3.87
C5 2.06 -2.21 4.40
C6 2.94 -1.56 3.55
C7 2.62 -1.55 2.20
N2 1.54 -2.11 1.68
C8 -2.84 -2.39 -0.76
C9 -3.73 -3.04 -1.62
C10 -4.41 -2.29 -2.57
C11 -4.19 -0.92 -2.63
C12 -3.30 -0.37 -1.73
N3 -2.63 -1.08 -0.83
H1 -0.13 -4.38 1.42
H2 -1.17 -3.77 2.69
H3 0.23 -3.33 4.51
H4 2.25 -2.24 5.47
H5 3.83 -1.06 3.91
H6 3.28 -1.05 1.49
H7 -3.86 -4.11 -1.51
H8 -5.09 -2.78 -3.26
H9 -4.70 -0.30 -3.35
H10 -3.11 0.70 -1.72
Cl1 5.01 0.84 -6.65
C13 3.86 0.55 -5.35
C14 2.66 -0.11 -5.64
C15 1.74 -0.33 -4.65
C16 1.95 0.10 -3.28
O2 1.06 -0.03 -2.42
C17 3.24 0.71 -3.02
C18 3.68 1.11 -1.71
N4 3.15 0.83 -0.58
C19 3.86 1.22 0.56
C20 5.23 1.07 0.68
C21 5.91 1.45 1.85
C22 5.24 1.98 2.91
C23 3.83 2.12 2.85
C24 3.06 2.65 3.91
C25 1.71 2.73 3.79
C26 1.09 2.25 2.61
N5 1.77 1.77 1.60
C27 3.12 1.72 1.69
C28 4.14 0.95 -4.07
H11 2.46 -0.44 -6.65
H12 0.80 -0.83 -4.85
H13 4.60 1.72 -1.73
H14 5.77 0.63 -0.14
H15 6.99 1.32 1.90
H16 5.75 2.28 3.82
H17 3.57 2.98 4.81
H18 1.10 3.15 4.59
H19 0.01 2.30 2.49
H20 5.08 1.45 -3.86
I1 -2.22 3.15 1.00

The value obtained for the lowest unoccupied orbital energy is 4.089 eV. Its net charge is -2. The value obtained for the relative energy (zero: lowest compared OMol25 entry of this formula, charge and spin) is 0.038 eV. The value obtained for the highest occupied orbital energy is -2.2 eV. The energy is -2861.2778 hartree. For the orbital gap, the calculation gives 6.24 eV.

Mulliken atomic charge list, values in e, 8 entries:
1. K 0.84
2. O -0.86
3. C -0.20
4. N -0.23
5. C -0.68
6. C 0.60
7. C -0.59
8. C -0.47

---

# 2
ORCA calculation (ωB97M-V/def2-TZVPD) on a structure of composition C49H54Cl2GaN5O4P2Si2 in a non-equilibrium geometry.

Atoms and positions in Å:
Ga1 0.07 -0.69 0.69
C1 -3.20 -2.50 0.66
Si1 -3.26 -0.61 0.63
C2 -4.77 -0.20 -0.50
C3 -3.82 -0.09 2.38
N1 -1.75 0.10 0.11
P1 -1.59 1.64 -0.44
C4 -0.07 2.32 -0.71
P2 0.98 1.22 -1.47
N2 1.12 -0.37 -1.05
Si2 2.26 -1.58 -1.55
C5 2.61 -2.83 -0.19
C6 4.00 -1.06 -2.14
C7 1.73 -2.68 -3.04
C8 0.71 1.28 -3.29
C9 0.85 2.53 -3.91
C10 0.62 2.66 -5.27
C11 0.22 1.55 -6.02
C12 0.01 0.34 -5.39
C13 0.25 0.21 -4.03
C14 2.62 2.05 -1.36
C15 2.95 2.68 -0.17
C16 4.22 3.19 0.05
C17 5.17 3.12 -0.96
C18 4.84 2.55 -2.18
C19 3.58 2.01 -2.38
C20 -2.56 1.86 -1.97
C21 -2.67 0.81 -2.88
C22 -3.25 1.01 -4.13
C23 -3.72 2.27 -4.48
C24 -3.58 3.33 -3.59
C25 -2.98 3.13 -2.36
C26 -2.46 2.73 0.75
C27 -3.83 2.99 0.76
C28 -4.40 3.71 1.80
C29 -3.61 4.15 2.86
C30 -2.25 3.89 2.87
C31 -1.68 3.19 1.81
H1 -3.77 -2.88 1.51
H2 -3.60 -2.95 -0.25
H3 -2.16 -2.83 0.77
H4 -5.40 -1.09 -0.58
H5 -5.38 0.59 -0.05
H6 -4.50 0.12 -1.50
H7 -4.92 -0.06 2.43
H8 -3.47 -0.80 3.12
H9 -3.45 0.90 2.67
H10 3.09 -2.35 0.66
H11 1.67 -3.24 0.19
H12 3.24 -3.64 -0.55
H13 4.49 -0.34 -1.47
H14 4.61 -1.97 -2.15
H15 4.01 -0.64 -3.15
H16 0.81 -3.21 -2.83
H17 1.63 -2.14 -3.98
H18 2.52 -3.43 -3.17
H19 1.14 3.38 -3.31
H20 0.76 3.62 -5.76
H21 0.07 1.64 -7.09
H22 -0.32 -0.51 -5.97
H23 0.10 -0.74 -3.52
H24 2.17 2.79 0.58
H25 4.47 3.64 1.00
H26 6.17 3.50 -0.80
H27 5.57 2.53 -2.99
H28 3.32 1.55 -3.32
H29 -2.31 -0.17 -2.58
H30 -3.34 0.20 -4.84
H31 -4.19 2.42 -5.44
H32 -3.95 4.31 -3.87
H33 -2.86 3.96 -1.67
H34 -4.45 2.63 -0.05
H35 -5.46 3.93 1.80
H36 -4.06 4.69 3.68
H37 -1.63 4.23 3.69
H38 -0.62 2.98 1.76
Cl1 0.06 -5.29 1.32
C32 -0.07 -4.32 2.76
C33 -0.05 -4.96 3.97
C34 -0.18 -4.24 5.16
C35 -0.39 -2.87 5.07
C36 -0.43 -2.24 3.85
Cl2 -0.84 -0.56 3.83
C37 -0.19 -2.89 2.57
N3 -0.11 -2.41 1.35
H39 0.07 -6.04 4.00
H40 -0.12 -4.74 6.12
H41 -0.53 -2.28 5.97
C38 -2.09 -2.64 -4.85
C39 -2.68 -3.14 -3.53
C40 -4.12 -2.63 -3.36
C41 -2.65 -4.67 -3.47
C42 -1.85 -2.63 -2.43
N4 -1.17 -2.26 -1.58
H42 -2.67 -3.04 -5.69
H43 -1.06 -2.96 -4.96
H44 -2.12 -1.55 -4.91
H45 -4.73 -2.98 -4.19
H46 -4.15 -1.54 -3.35
H47 -4.55 -2.99 -2.43
H48 -3.32 -5.08 -4.24
H49 -2.98 -5.03 -2.50
H50 -1.64 -5.04 -3.65
O1 2.43 -0.64 1.99
C43 1.96 0.48 2.17
O2 0.94 0.94 1.55
C44 2.63 1.38 3.19
C45 3.85 0.97 3.72
C46 4.46 1.71 4.73
C47 3.85 2.84 5.23
C48 2.63 3.25 4.70
C49 2.02 2.52 3.68
N5 1.99 4.42 5.23
O3 2.59 5.07 6.08
O4 0.89 4.73 4.83
H51 4.31 0.07 3.33
H52 5.41 1.39 5.13
H53 4.28 3.41 6.04
H54 1.07 2.85 3.28

The value obtained for the lowest unoccupied orbital energy is 3.325 eV. Its net charge is -2. The value obtained for the relative energy (zero: lowest compared OMol25 entry of this formula, charge and spin) is 0.823 eV. The value obtained for the highest occupied orbital energy is -1.1 eV. The energy is -6581.3699 hartree. For the orbital gap, the calculation gives 4.43 eV.

Mulliken atomic charge list, values in e, 8 entries:
1. Ga -2.62
2. C -0.60
3. Si 1.48
4. C -1.22
5. C -1.19
6. N 0.69
7. P 2.31
8. C -1.67

---

# 3
ORCA calculation (ωB97M-V/def2-TZVPD) on a cluster of 7 separate species, C14H28Cl14 in total in a non-equilibrium geometry.

Atoms and positions in Å:
Cl1 -1.71 -6.11 2.08
C1 -1.99 -4.62 3.00
C2 -1.52 -4.79 4.40
Cl2 -1.25 -3.19 5.16
H1 -3.06 -4.42 2.94
H2 -1.47 -3.79 2.53
H3 -0.53 -5.23 4.49
H4 -2.14 -5.40 5.06
Cl3 3.47 1.23 -3.37
C3 2.40 1.96 -2.23
C4 3.22 2.53 -1.02
Cl4 4.10 1.29 -0.03
H5 1.68 1.18 -1.98
H6 1.87 2.74 -2.77
H7 2.51 2.95 -0.30
H8 3.89 3.35 -1.25
Cl5 -2.40 -1.12 1.68
C5 -1.90 -0.62 0.04
C6 -0.49 -0.01 0.00
Cl6 0.75 -1.25 0.04
H9 -2.67 0.11 -0.21
H10 -1.99 -1.45 -0.66
H11 -0.31 0.75 0.75
H12 -0.41 0.64 -0.88
Cl7 0.27 4.35 -3.99
C7 -0.75 3.63 -5.24
C8 -0.73 2.10 -5.16
Cl8 -1.35 1.52 -3.59
H13 -0.56 4.03 -6.24
H14 -1.75 4.02 -5.03
H15 0.26 1.70 -5.35
H16 -1.42 1.70 -5.91
Cl9 -0.16 3.36 -0.34
C9 -0.61 5.09 -0.40
C10 -1.64 5.38 0.70
Cl10 -0.99 5.40 2.30
H17 -1.02 5.15 -1.41
H18 0.26 5.75 -0.34
H19 -2.49 4.71 0.72
H20 -2.14 6.34 0.57
Cl11 0.20 -0.30 5.39
C11 0.68 -0.62 3.69
C12 1.76 0.28 3.25
Cl12 1.02 1.82 2.98
H21 -0.23 -0.55 3.09
H22 1.10 -1.63 3.72
H23 2.36 -0.02 2.39
H24 2.53 0.42 4.02
Cl13 -1.35 -5.28 -1.28
C13 0.15 -4.72 -0.50
C14 1.36 -5.23 -1.21
Cl14 1.40 -7.01 -1.29
H25 -0.01 -4.80 0.58
H26 0.15 -3.63 -0.62
H27 2.29 -4.87 -0.77
H28 1.37 -4.84 -2.22

The value obtained for the lowest unoccupied orbital energy (spin up / spin down) is -2.501 / -10.106 eV. Its net charge is +1. The value obtained for the relative energy (zero: lowest compared OMol25 entry of this formula, charge and spin) is 0.068 eV. The value obtained for the highest occupied orbital energy (spin up / spin down) is -12.3 / -12.3 eV. The energy is -6992.5479 hartree. For the orbital gap (spin up / spin down), the calculation gives 9.85 / 2.24 eV. As for the spin multiplicity: 2.

Mulliken atomic charge list, values in e, 8 entries:
1. Cl -0.16
2. C -0.04
3. C -0.51
4. Cl -0.15
5. H 0.34
6. H -0.04
7. H 0.30
8. H 0.39

---

# 4
ORCA calculation (ωB97M-V/def2-TZVPD) on a structure of composition C14H23B2ClF4HfN4O10S in a non-equilibrium geometry.

Atoms and positions in Å:
Hf1 -0.62 0.13 -0.59
C1 -1.58 4.54 -1.56
C2 -1.07 3.28 -0.99
N1 -1.68 2.15 -1.04
O1 -2.85 2.14 -1.69
B1 -3.26 0.81 -2.02
F1 -1.89 0.12 -2.29
F2 -4.02 0.78 -3.11
O2 -3.77 -0.07 -0.97
N2 -2.83 -0.28 -0.04
C3 -3.08 -1.14 0.89
C4 -4.29 -1.98 0.99
C5 -2.02 -1.15 1.94
N3 -0.96 -0.57 1.54
O3 0.01 -0.22 2.42
B2 0.24 1.27 2.29
F3 -1.03 1.79 1.81
F4 0.67 1.78 3.46
O4 1.24 1.65 1.19
N4 0.58 1.97 0.03
C6 0.12 3.17 -0.07
C7 0.54 4.33 0.74
C8 -2.37 -1.59 3.31
H1 -1.98 4.38 -2.56
H2 -0.80 5.30 -1.56
H3 -2.38 4.94 -0.94
H4 -4.79 -2.07 0.03
H5 -5.00 -1.59 1.73
H6 -3.97 -2.97 1.31
H7 1.50 4.20 1.22
H8 -0.20 4.47 1.52
H9 0.52 5.27 0.16
H10 -2.69 -2.66 3.25
H11 -3.25 -1.04 3.63
H12 -1.56 -1.52 4.04
O5 1.84 -1.97 -3.03
Cl1 0.58 -1.33 -3.05
O6 -0.07 -1.32 -4.28
O7 0.71 0.06 -2.52
O8 -0.30 -1.90 -2.01
C9 2.82 1.98 -3.38
C10 3.14 1.22 -2.26
O9 3.46 0.68 -1.34
H13 3.39 1.61 -4.25
H14 3.09 3.03 -3.18
H15 1.75 1.83 -3.57
O10 1.20 -0.96 -0.05
S1 1.37 -2.23 0.83
C11 2.79 -2.05 1.90
C12 3.14 -3.52 2.15
C13 3.26 -4.17 0.78
C14 2.24 -3.51 -0.15
H16 2.52 -1.50 2.79
H17 3.56 -1.51 1.34
H18 2.39 -4.00 2.76
H19 4.08 -3.58 2.70
H20 3.15 -5.26 0.81
H21 4.28 -3.99 0.41
H22 1.45 -4.20 -0.49
H23 2.69 -3.03 -1.02

The value obtained for the lowest unoccupied orbital energy is -7.120 eV. Its net charge is +2. The value obtained for the relative energy (zero: lowest compared OMol25 entry of this formula, charge and spin) is 2.086 eV. The value obtained for the highest occupied orbital energy is -15.5 eV. The energy is -2873.7533 hartree. For the orbital gap, the calculation gives 8.40 eV.

Mulliken atomic charge list, values in e, 8 entries:
1. Hf 1.88
2. C -1.56
3. C 0.35
4. N 0.52
5. O -0.45
6. B 0.64
7. F -0.61
8. F -0.24

---

# 5
ORCA calculation (ωB97M-V/def2-TZVPD) on a structure of composition C17H11F16N3PTc in a non-equilibrium geometry.

Atoms and positions in Å:
Tc1 0.24 0.02 0.39
C1 1.92 0.39 -2.14
N1 2.08 0.11 -0.70
C2 2.70 -1.22 -0.48
C3 1.68 -2.32 -0.71
N2 0.37 -1.88 -0.22
C4 -0.67 -2.75 -0.19
C5 -0.67 -4.12 -0.58
F1 0.42 -4.69 -1.06
C6 -1.79 -4.92 -0.48
F2 -1.72 -6.17 -0.85
C7 -2.99 -4.40 0.01
F3 -4.04 -5.14 0.09
C8 -3.04 -3.06 0.42
F4 -4.15 -2.54 0.89
C9 -1.92 -2.29 0.31
F5 -1.99 -1.00 0.69
C10 2.85 1.20 -0.03
C11 1.94 2.43 0.15
N3 0.57 1.95 0.12
C12 -0.47 2.72 -0.29
C13 -1.53 2.05 -0.93
F6 -1.32 0.71 -1.13
C14 -2.64 2.68 -1.42
F7 -3.58 2.01 -2.05
C15 -2.74 4.07 -1.25
F8 -3.79 4.69 -1.69
C16 -1.71 4.78 -0.62
F9 -1.82 6.07 -0.47
C17 -0.58 4.12 -0.16
F10 0.36 4.79 0.46
H1 2.90 0.43 -2.62
H2 1.43 1.35 -2.29
H3 1.32 -0.38 -2.62
H4 3.06 -1.26 0.55
H5 3.56 -1.36 -1.14
H6 2.01 -3.21 -0.17
H7 1.61 -2.60 -1.76
H8 3.72 1.46 -0.64
H9 3.20 0.84 0.93
H10 2.11 3.20 -0.61
H11 2.15 2.89 1.12
F11 1.35 -0.25 1.99
P1 0.06 0.06 3.52
F12 0.84 1.42 3.58
F13 -0.51 -1.30 2.92
F14 -1.04 0.33 4.55
F15 -0.83 0.79 2.23
F16 1.09 -0.69 4.39

The value obtained for the lowest unoccupied orbital energy (spin up / spin down) is -8.135 / -9.680 eV. Its net charge is +2. The value obtained for the relative energy (zero: lowest compared OMol25 entry of this formula, charge and spin) is 0.097 eV. The value obtained for the highest occupied orbital energy (spin up / spin down) is -15.6 / -15.8 eV. The energy is -2838.1423 hartree. For the orbital gap (spin up / spin down), the calculation gives 7.45 / 6.10 eV. As for the spin multiplicity: 3.

Mulliken atomic charge list, values in e, 8 entries:
1. Tc 0.56
2. C -0.95
3. N 0.14
4. C -1.19
5. C -0.92
6. N 0.54
7. C -0.03
8. C 0.42

---

# 6
ORCA calculation (ωB97M-V/def2-TZVPD) on a structure of composition C26H21BrIN7O4Zn.

Atoms and positions in Å:
Zn1 -0.12 1.96 -1.37
C1 -0.24 -4.52 4.88
O1 0.57 -3.42 4.52
C2 1.37 -3.55 3.44
C3 1.50 -4.71 2.69
C4 2.36 -4.74 1.61
C5 3.07 -3.60 1.22
C6 2.94 -2.44 1.99
C7 2.12 -2.42 3.10
N1 3.99 -3.75 0.16
N2 4.28 -2.84 -0.64
C8 3.58 -1.62 -0.73
C9 4.33 -0.46 -0.82
C10 3.74 0.80 -0.90
C11 2.36 0.96 -0.94
O2 1.77 2.12 -1.00
C12 1.57 -0.25 -0.94
N3 0.23 -0.08 -1.06
C13 -0.55 -1.13 -1.10
C14 -0.05 -2.44 -1.05
C15 1.30 -2.63 -0.93
C16 2.17 -1.53 -0.84
H1 -0.87 -4.18 5.70
H2 0.36 -5.37 5.22
H3 -0.88 -4.84 4.06
H4 0.95 -5.60 2.95
H5 2.48 -5.65 1.03
H6 3.51 -1.56 1.74
H7 2.03 -1.54 3.71
H8 5.41 -0.54 -0.75
H9 4.35 1.70 -0.93
H10 -1.62 -0.96 -1.20
H11 -0.74 -3.27 -1.11
H12 1.70 -3.64 -0.94
O3 -2.14 1.90 -1.87
N4 -1.93 1.72 -3.10
O4 -0.71 1.75 -3.39
N5 1.12 6.91 0.73
C17 0.91 6.11 -0.35
C18 0.23 4.88 -0.25
N6 -0.02 4.15 -1.32
C19 0.39 4.61 -2.51
C20 1.09 5.80 -2.59
N7 1.35 6.55 -1.52
H13 0.97 6.56 1.66
H14 1.73 7.69 0.61
H15 -0.09 4.49 0.71
H16 0.19 4.00 -3.38
H17 1.45 6.17 -3.54
Br1 -3.97 -2.38 0.39
C21 -4.76 -0.85 -0.39
C22 -5.78 -1.04 -1.31
C23 -6.40 0.05 -1.89
C24 -6.01 1.33 -1.56
C25 -4.99 1.53 -0.64
C26 -4.36 0.44 -0.05
I1 -2.82 0.81 1.33
H18 -6.08 -2.05 -1.56
H19 -7.19 -0.11 -2.61
H20 -6.49 2.18 -2.02
H21 -4.67 2.53 -0.39

The value obtained for the lowest unoccupied orbital energy is -0.108 eV. Its net charge is 0. The value obtained for the highest occupied orbital energy is -7.2 eV. The energy is -6338.6201 hartree. For the orbital gap, the calculation gives 7.11 eV.

Mulliken atomic charge list, values in e, 8 entries:
1. Zn -0.11
2. C -0.85
3. O -0.43
4. C 0.96
5. C -0.35
6. C -0.53
7. C -0.26
8. C 0.03

---

# 7
ORCA calculation (ωB97M-V/def2-TZVPD) on a cluster of 12 separate species, C2H27O12 in total in a non-equilibrium geometry.

Atoms and positions in Å:
C1 0.00 -1.02 -1.70
C2 -0.03 -0.28 -0.36
O1 0.57 1.02 -0.28
H1 1.00 -1.12 -2.11
H2 -0.56 -0.44 -2.42
H3 -0.56 -1.93 -1.46
H4 0.28 -0.92 0.47
H5 -1.08 -0.27 -0.07
O2 -4.33 -0.08 1.57
H6 -3.74 -0.68 1.10
H7 -4.10 -0.19 2.49
O3 -2.93 -1.98 0.28
H8 -2.50 -2.50 0.97
H9 -2.26 -1.89 -0.40
O4 1.35 -2.42 2.90
H10 1.90 -1.89 2.31
H11 1.97 -3.01 3.32
O5 2.95 0.88 -1.80
H12 2.09 0.92 -1.38
H13 3.42 1.64 -1.47
O6 2.22 0.10 2.24
H14 1.77 0.16 1.40
H15 3.15 0.16 2.02
O7 3.52 -1.77 -1.51
H16 4.45 -1.62 -1.65
H17 3.10 -0.94 -1.74
O8 1.66 3.43 0.58
H18 1.40 2.58 0.23
H19 2.03 3.24 1.44
O9 -0.64 0.61 2.70
H20 -0.54 -0.32 2.92
H21 -0.34 0.68 1.80
O10 -3.56 -1.81 -3.04
H22 -2.95 -1.19 -3.45
H23 -3.06 -2.62 -2.97
O11 -1.33 2.81 1.08
H24 -0.69 2.50 0.43
H25 -1.25 2.18 1.80
O12 -0.54 2.90 -2.26
H26 -1.49 2.86 -2.39
H27 -0.37 2.22 -1.60

The value obtained for the lowest unoccupied orbital energy (spin up / spin down) is -0.278 / -4.634 eV. Its net charge is 0. The value obtained for the highest occupied orbital energy (spin up / spin down) is -10.7 / -10.7 eV. The energy is -995.1272 hartree. For the orbital gap (spin up / spin down), the calculation gives 10.44 / 6.09 eV. As for the spin multiplicity: 2.

Mulliken atomic charge list, values in e, 8 entries:
1. C -1.28
2. C -0.95
3. O 0.66
4. H 0.30
5. H 0.25
6. H 0.40
7. H 0.64
8. H 0.53

---

# 8
ORCA calculation (ωB97M-V/def2-TZVPD) on a cluster of 3 separate species, C12H13B3F16NO8PS in total in a non-equilibrium geometry.

Atoms and positions in Å:
O1 -2.67 -0.16 0.49
P1 -1.94 1.05 1.21
O2 -1.15 0.44 2.68
O3 -0.61 1.66 0.21
C1 -3.09 2.48 1.74
B1 -4.52 2.54 0.93
O4 -5.62 3.39 1.49
B2 -6.62 2.36 1.95
O5 -6.89 1.10 1.25
B3 -5.95 0.86 0.12
N1 -6.09 -0.42 -0.73
C2 -5.66 -1.49 0.07
S1 -4.81 -2.85 0.74
O6 -4.86 1.79 -0.30
H1 -1.91 -0.01 3.16
H2 -0.30 2.52 0.66
H3 -3.35 2.28 2.89
H4 -2.45 3.47 1.68
H5 -7.15 2.63 2.99
C3 2.10 1.81 -2.12
C4 2.43 3.14 -1.44
C5 2.80 4.28 -2.38
F1 3.89 4.00 -3.13
F2 3.10 5.41 -1.68
F3 3.39 2.94 -0.50
F4 1.31 3.52 -0.74
O7 3.16 0.85 -2.19
C6 4.08 1.03 -3.26
C7 5.49 1.41 -2.79
F5 5.48 2.54 -2.04
F6 6.31 1.66 -3.85
F7 3.56 1.92 -4.15
F8 4.13 -0.16 -3.92
H6 1.34 1.32 -1.50
H7 1.61 1.94 -3.09
H8 1.97 4.52 -3.05
H9 5.94 0.62 -2.20
C8 0.70 -2.32 1.76
C9 1.67 -2.48 0.58
C10 1.04 -2.99 -0.71
F9 0.48 -4.21 -0.57
F10 1.98 -3.12 -1.68
F11 2.72 -3.25 0.96
F12 2.20 -1.24 0.33
O8 0.67 -3.40 2.70
C11 -0.17 -4.50 2.33
C12 0.63 -5.78 2.05
F13 1.56 -5.60 1.08
F14 -0.19 -6.78 1.62
F15 -0.95 -4.13 1.29
F16 -1.01 -4.70 3.38
H10 1.07 -1.47 2.35
H11 -0.30 -2.02 1.44
H12 0.28 -2.29 -1.08
H13 1.14 -6.13 2.95

The value obtained for the lowest unoccupied orbital energy is -0.548 eV. Its net charge is 0. The value obtained for the highest occupied orbital energy is -9.7 eV. The energy is -3533.9140 hartree. The SMILES is FC(F)C(F)(F)COC(F)(F)C(F)F.FC(F)C(F)(F)COC(F)(F)C(F)F.O=P(O)(O)CB1OBOB(N=C=S)O1. For the orbital gap, the calculation gives 9.14 eV.

Mulliken atomic charge list, values in e, 8 entries:
1. O -0.62
2. P 0.84
3. O -0.54
4. O -0.26
5. C -0.61
6. B 0.49
7. O -0.46
8. B 0.47